(1)
C2H5N4P3 | the ωB97M-V functional and the def2-TZVPD basis

Values from the calculation:
LUMO energy (spin up / spin down)	-0.674 / -0.675	eV
E_HOMO (spin up / spin down)	-7.877 / -7.877	eV
energy relative to the best compared isomer or geometry (same formula, charge and spin)	122.7	kcal/mol
net charge	0
calculated total energy	-1322.06866	Ha
F_max	4.8	eV/A
spin multiplicity	1

```
14
C2H5N4P3, DFT the ωB97M-V functional and the def2-TZVPD basis
P -0.262 0.888 -1.861
P -0.362 3.503 -0.014
P -1.752 2.240 -1.162
N 0.491 1.097 0.815
N -0.542 -0.814 0.047
N 0.110 0.422 -0.173
N 0.838 2.582 0.443
C 0.297 -2.007 -0.071
C -0.294 -1.626 1.252
H -0.067 -2.807 -0.671
H 0.421 -1.258 1.924
H 1.418 -2.030 -0.227
H -1.191 -1.931 1.884
H 0.894 1.742 -2.187
```


(2)
C13H13Br9N2O2 | the ωB97M-V functional and the def2-TZVPD basis

Values from the calculation:
LUMO energy	-0.570	eV
E_HOMO	-8.370	eV
net charge	0
calculated total energy	-23929.14721	Ha
F_max	1.1	eV/A
spin multiplicity	1

```
39
C13H13Br9N2O2, DFT the ωB97M-V functional and the def2-TZVPD basis
Br -3.088 0.749 -5.127
Br -1.751 0.161 3.839
Br -0.291 -2.184 0.746
Br 0.933 -0.291 -1.558
Br -2.019 -3.029 4.370
Br 0.066 -1.308 6.048
Br 0.985 0.641 1.477
Br -2.476 1.399 -2.101
Br -0.568 2.653 -4.386
O -0.553 4.336 -0.845
O -0.077 5.457 -2.609
N 0.230 4.799 -1.642
N -1.211 -5.403 1.082
C 2.025 3.677 -0.393
C 1.654 4.552 -1.411
C 3.377 3.549 -0.098
C -1.666 1.161 -3.831
C -2.359 -5.315 0.340
C -1.430 -6.167 2.182
C -2.745 -6.572 2.175
C -0.001 -0.331 0.171
C -0.820 -1.511 4.332
C -3.327 -6.033 0.994
C 2.607 5.219 -2.151
C 4.340 4.183 -0.881
C 3.955 4.983 -1.938
H -0.405 -4.811 1.018
H -2.329 -4.800 -0.606
H -0.121 -1.689 3.528
H 1.307 3.141 0.208
H 2.244 5.838 -2.964
H -4.345 -6.202 0.684
H -3.242 -7.215 2.881
H 5.409 4.061 -0.755
H -0.996 0.054 -0.003
H 4.703 5.422 -2.583
H 3.666 2.857 0.681
H -1.018 0.298 -3.795
H -0.661 -6.331 2.920
```


(3)
H8O4 | the ωB97M-V functional and the def2-TZVPD basis

Values from the calculation:
LUMO energy	0.523	eV
E_HOMO	-10.723	eV
energy relative to the best compared isomer or geometry (same formula, charge and spin)	18.2	kcal/mol
net charge	0
calculated total energy	-305.75021	Ha
F_max	1.4	eV/A
spin multiplicity	1

```
12
H8O4, DFT the ωB97M-V functional and the def2-TZVPD basis
O -1.565 35.102 7.688
O 1.650 34.756 11.249
O -0.093 36.159 9.595
O 1.535 35.402 7.391
H 0.465 35.878 10.323
H 1.816 33.825 11.307
H -1.016 35.552 8.358
H 0.987 34.623 7.434
H 0.487 36.316 8.809
H 2.529 35.145 11.334
H -1.661 35.621 6.900
H 1.329 35.740 6.522
```


(4)
C38H63BBaBrN13O2 | the ωB97M-V functional and the def2-TZVPD basis

Values from the calculation:
LUMO energy	-0.023	eV
E_HOMO	-8.224	eV
energy relative to the best compared isomer or geometry (same formula, charge and spin)	16.8	kcal/mol
net charge	0
calculated total energy	-4972.61202	Ha
F_max	4.4	eV/A
spin multiplicity	1

```
119
C38H63BBaBrN13O2, DFT the ωB97M-V functional and the def2-TZVPD basis
Ba 1.543 0.930 0.250
Br 6.931 -2.760 4.846
O 3.745 1.742 1.457
O 3.059 -0.326 1.854
N -0.440 -2.218 -0.970
N 1.902 3.839 0.554
N 0.988 -0.935 -2.834
N -0.324 -1.649 0.278
N 2.146 -0.958 -2.027
N -5.713 -0.499 3.017
N -1.405 -0.087 -2.276
N -0.072 2.370 2.316
N 7.394 1.050 3.423
N -6.505 -0.334 0.713
N -4.063 0.054 1.230
N -0.888 1.222 -1.988
N -5.092 -2.252 1.364
C -6.787 -0.110 2.158
C 0.798 3.447 2.822
C -1.915 2.088 -2.277
C -0.242 -3.574 -0.885
C 3.159 -0.537 -2.825
C 0.078 -3.882 0.469
C -3.890 -1.452 1.037
C 5.556 -1.000 3.136
C 5.109 0.822 -2.007
C -3.074 1.328 -2.593
C -5.264 0.420 0.388
C 1.203 4.460 1.725
C 6.199 1.272 2.871
C 4.627 -0.531 -2.505
C 0.057 -2.438 2.687
C -5.436 -1.952 2.776
C -4.494 0.210 2.650
C 2.637 -0.127 -4.097
C 5.217 0.308 2.688
C 7.669 -0.131 4.004
C 3.989 0.581 1.968
C 1.275 -0.401 -4.060
C -2.731 -0.008 -2.650
C -6.243 -1.760 0.557
C -1.090 -3.242 3.392
C -0.309 -4.577 -2.029
C 4.838 -1.454 -1.324
C -0.033 -2.625 1.158
C 0.295 -0.074 -5.177
C -1.724 3.581 -2.210
C -0.091 -0.968 2.983
C 5.549 -0.845 -3.722
C -2.831 4.299 -3.008
C -0.341 3.880 -2.883
C -1.844 3.956 -0.741
C -3.564 -1.225 -2.984
C 6.694 -1.131 3.911
C 1.407 -2.935 3.264
B -0.472 -1.377 -2.360
H -5.001 0.282 -0.680
H 0.448 3.289 -2.365
H -1.176 3.248 -0.144
H 3.250 0.250 -4.921
H -0.602 -0.672 -5.102
H 4.639 1.158 -1.090
H 5.082 1.618 -2.805
H -6.141 -1.976 -0.532
H 1.688 -2.549 4.231
H -0.869 2.820 1.862
H 6.201 0.782 -1.774
H -7.074 -2.360 0.954
H -3.310 -1.445 -4.047
H -5.403 1.527 0.444
H 5.892 -1.415 -1.015
H -0.994 -3.309 4.504
H -0.556 -4.078 -2.966
H 2.902 3.748 0.795
H -2.094 -2.794 3.264
H -7.652 -0.743 2.445
H 4.582 -2.498 -1.490
H 0.021 1.010 -5.038
H -3.808 -0.053 3.435
H -4.749 1.273 2.742
H 0.285 4.916 1.363
H -0.913 -0.494 2.331
H -6.343 -2.497 3.082
H -4.055 1.792 -2.764
H 0.669 -5.130 -2.097
H -3.042 -1.713 1.687
H 4.268 -1.118 -0.469
H -0.349 3.511 -3.918
H -3.269 -2.092 -2.410
H -0.435 1.890 3.121
H 1.405 -4.025 3.313
H -3.045 3.730 -3.955
H -3.761 4.321 -2.395
H -1.535 4.964 -0.515
H -0.886 -2.121 -3.277
H 0.743 -0.232 -6.136
H 6.574 -0.753 -3.451
H 0.318 3.957 3.665
H -0.381 -0.801 4.031
H 2.264 -2.725 2.563
H -1.063 -5.423 -1.929
H 1.764 4.411 -0.260
H 0.921 -0.412 2.782
H -2.471 5.312 -3.279
H -7.012 0.947 2.368
H 4.921 -1.840 2.953
H -3.673 -1.628 -0.001
H -4.668 -2.358 3.398
H 8.500 -0.224 4.732
H -4.618 -1.038 -2.770
H 0.391 -4.817 0.833
H 5.975 2.318 2.599
H -1.149 -4.249 2.949
H -0.155 4.948 -2.879
H 5.456 -0.120 -4.561
H 1.720 5.272 2.279
H 1.684 2.978 3.269
H -2.860 3.800 -0.337
H 5.363 -1.855 -4.133
```


(5)
CH3NO2 | the ωB97M-V functional and the def2-TZVPD basis

Values from the calculation:
LUMO energy (spin up / spin down)	1.079 / -2.259	eV
E_HOMO (spin up / spin down)	-7.990 / -11.198	eV
energy relative to the best compared isomer or geometry (same formula, charge and spin)	24.6	kcal/mol
net charge	0
calculated total energy	-244.92977	Ha
F_max	4.8	eV/A
spin multiplicity	3
expectation value of S²	2.009

```
7
CH3NO2, DFT the ωB97M-V functional and the def2-TZVPD basis
O 1.436 0.187 -0.437
O 3.553 -0.002 0.001
N 2.468 -0.300 0.377
C 0.198 -0.220 0.093
H -0.326 -0.916 -0.747
H -0.451 0.542 0.326
H 0.412 -0.819 1.003
```


(6)
C5H14N2O | the ωB97M-V functional and the def2-TZVPD basis

Values from the calculation:
LUMO energy	0.920	eV
E_HOMO	-7.832	eV
energy relative to the best compared isomer or geometry (same formula, charge and spin)	67.2	kcal/mol
net charge	0
calculated total energy	-383.59359	Ha
F_max	2.7	eV/A
spin multiplicity	1

```
22
C5H14N2O, DFT the ωB97M-V functional and the def2-TZVPD basis
O -0.536 -0.896 2.482
N 2.534 -0.297 -2.053
N 0.120 -0.674 -1.713
C -1.642 0.033 2.215
C -0.114 0.783 0.344
C -0.931 1.230 1.541
C -0.756 -0.124 -0.682
C 1.183 0.123 -2.320
H -0.811 -1.489 3.180
H 0.252 -1.659 -1.855
H 0.979 1.113 -1.900
H 0.107 1.675 -0.258
H -0.196 1.419 2.334
H -2.214 -0.567 1.500
H -1.531 0.419 -1.262
H -2.023 0.255 3.203
H 1.044 0.083 -3.408
H 3.035 -0.737 -2.799
H 2.726 -0.343 -1.073
H -1.134 -1.031 -0.194
H -1.702 1.974 1.365
H 0.776 0.265 0.716
```


(7)
C20H46N5O3 | the ωB97M-V functional and the def2-TZVPD basis

Values from the calculation:
LUMO energy	-4.052	eV
E_HOMO	-11.193	eV
net charge	+1
calculated total energy	-1288.85316	Ha
F_max	3.0	eV/A
spin multiplicity	1

```
74
C20H46N5O3, DFT the ωB97M-V functional and the def2-TZVPD basis
O 2.632 1.529 -0.968
O 2.058 -0.691 5.549
O -1.257 0.252 -3.596
N 5.393 2.388 -0.673
N -3.310 2.907 -0.130
N -2.563 -1.577 1.997
N 1.051 -0.723 2.842
N -1.253 -0.763 -6.317
C -3.579 -0.660 -5.611
C 2.495 0.431 -1.857
C -1.711 -1.061 -3.891
C -0.882 3.054 -0.293
C 1.695 -1.845 6.288
C -2.058 0.928 0.239
C 4.894 1.211 0.045
C 1.877 -2.969 3.305
C -4.469 0.910 0.342
C -2.276 1.201 -3.370
C -2.209 -1.272 -5.330
C -3.247 0.228 0.420
C 3.367 1.251 0.214
C 5.410 -0.045 -0.652
C -3.178 -1.266 0.728
C 2.250 -1.494 3.201
C -3.170 -0.895 3.130
C 2.926 -0.922 4.457
C -4.458 2.233 0.053
C -2.147 2.252 -0.049
H 4.855 2.476 -1.531
H 5.154 3.224 -0.147
H 3.130 2.071 0.899
H -0.371 -1.257 -6.212
H -0.772 3.870 0.427
H -1.029 0.196 -6.064
H 2.970 -1.403 2.382
H -0.023 2.379 -0.280
H -2.467 -1.377 -3.157
H -2.596 -1.751 -0.067
H -0.960 3.439 -1.319
H -3.529 0.416 -5.777
H -2.599 1.654 -4.309
H 2.381 -0.516 -1.320
H 1.603 0.598 -2.464
H 2.680 -3.548 3.764
H -0.842 -1.706 -3.741
H -3.136 0.208 3.085
H 5.282 -0.005 -1.733
H -1.089 0.448 0.322
H 1.323 0.240 2.658
H -1.857 1.998 -2.754
H -2.630 -1.192 4.035
H 1.421 -1.527 7.293
H 4.907 -0.941 -0.279
H -4.202 -1.664 0.696
H -2.303 -2.352 -5.477
H -4.274 -0.850 -4.789
H 6.478 -0.163 -0.468
H -5.389 2.786 -0.041
H 2.994 0.330 0.686
H 3.346 0.377 -2.538
H 1.695 -3.382 2.312
H -1.553 -1.477 1.972
H 3.777 -1.541 4.767
H 3.333 0.060 4.198
H 2.521 -2.558 6.360
H -4.215 -1.203 3.266
H 0.474 -0.659 3.678
H 0.820 -2.328 5.847
H -3.344 3.898 -0.339
H -4.005 -1.095 -6.514
H 0.967 -3.130 3.882
H -5.400 0.381 0.515
H -3.133 0.763 -2.845
H 5.325 1.221 1.050
```


(8)
C6H7NO | the ωB97M-V functional and the def2-TZVPD basis

Values from the calculation:
LUMO energy (spin up / spin down)	-0.511 / -1.256	eV
E_HOMO (spin up / spin down)	-8.758 / -8.207	eV
energy relative to the best compared isomer or geometry (same formula, charge and spin)	109.1	kcal/mol
net charge	0
calculated total energy	-362.63960	Ha
F_max	3.2	eV/A
spin multiplicity	1

```
15
C6H7NO, DFT the ωB97M-V functional and the def2-TZVPD basis
O -2.964 1.490 1.138
N 1.552 2.120 0.351
C 1.001 -0.706 -0.751
C -2.085 1.384 0.302
C -0.134 0.186 -0.749
C -1.034 0.399 0.367
C 1.132 -1.752 0.291
C 0.914 1.224 -0.007
H 0.194 -2.316 0.387
H -0.881 -0.112 1.307
H 1.300 -1.313 1.284
H -0.420 0.612 -1.709
H 1.958 -2.429 0.086
H 1.630 -0.714 -1.633
H -2.160 1.926 -0.664
```